No. 1
12
Properties=species:S:1:pos:R:3:forces:R:3:lowdin_charge:R:1 method="wB97M-V/def2-TZVPD" multiplicity=1 e_lumo_ev=0.503 max_force_ev_per_a=0.6 homo_lumo_gap_ev=8.66 de_lowest_kcal_mol=93.9
C -1.6278 0.3139 -0.1217 -0.013 0.057 -0.048 -0.06
C -0.4295 -0.5620 0.0458 0.158 -0.141 0.015 -0.37
N 1.5287 0.9034 -0.1586 -0.007 -0.146 0.000 0.16
C 0.9285 -0.1575 0.3709 -0.136 -0.041 -0.098 -0.12
N -0.4111 -1.8674 0.0009 0.463 0.134 0.045 -0.03
O 0.8640 -2.2035 -0.0603 -0.403 0.403 0.046 -0.17
H 1.2210 1.2766 -1.0431 -0.017 -0.041 0.081 0.12
H 2.4029 1.2511 0.2027 -0.086 -0.076 -0.012 0.12
H 1.3803 -0.5491 1.2749 -0.024 -0.060 -0.053 0.13
H -1.6089 0.8697 -1.0659 -0.002 -0.046 0.058 0.07
H -2.5173 -0.3165 -0.1340 0.055 0.012 0.005 0.08
H -1.7309 1.0414 0.6882 0.013 -0.055 -0.038 0.07



No. 2
12
Properties=species:S:1:pos:R:3:forces:R:3:lowdin_charge:R:1 method="wB97M-V/def2-TZVPD" multiplicity=1 e_lumo_ev=0.791 max_force_ev_per_a=0.5 homo_lumo_gap_ev=10.41 smiles="[H]/N=C/N(C)C=O" de_lowest_kcal_mol=23.7
C 1.0695 -0.2912 1.0902 0.055 -0.022 0.092 -0.04
N 0.1895 0.0369 -0.0211 0.019 0.049 -0.177 -0.12
C -1.1150 -0.4415 -0.1006 -0.096 0.116 -0.146 -0.24
N -1.8364 -0.1919 -1.1154 -0.083 -0.099 0.393 0.08
C 0.5762 0.9339 -1.0063 0.282 0.139 0.022 -0.29
O 1.6572 1.4754 -1.0486 -0.262 -0.219 0.061 0.04
H 1.9088 0.4064 1.0653 -0.156 -0.094 -0.006 0.09
H 1.4653 -1.3107 1.0192 -0.109 0.153 -0.083 0.09
H 0.5432 -0.1859 2.0450 0.044 0.016 -0.172 0.09
H -1.4126 -1.0042 0.7884 -0.090 0.029 -0.056 0.13
H -2.7925 -0.4980 -1.0003 -0.024 -0.298 0.101 0.05
H -0.2532 1.0709 -1.7154 0.420 0.229 -0.028 0.12



No. 3
12
Properties=species:S:1:pos:R:3:forces:R:3:lowdin_charge:R:1 method="wB97M-V/def2-TZVPD" multiplicity=1 e_lumo_ev=0.850 max_force_ev_per_a=2.5 homo_lumo_gap_ev=9.75 smiles="C/N=C/NC=O" de_lowest_kcal_mol=43.4
C -1.9007 0.2642 -0.3659 -0.393 -0.097 -0.360 -0.13
N -0.6207 -0.1085 0.1210 -0.114 -0.318 -0.552 -0.10
C 0.3625 -0.3880 -0.6295 -0.591 0.195 0.125 -0.21
N 1.5979 -0.4928 -0.0122 -0.037 0.268 0.272 0.06
C 1.5700 0.1268 1.2845 0.238 -0.334 -0.536 -0.29
O 2.5632 0.2874 1.9502 -0.832 -0.011 -0.243 0.03
H -2.0749 1.3295 -0.1522 -0.014 -0.289 -0.108 0.09
H -1.9883 0.0887 -1.4428 -0.273 0.084 -0.122 0.07
H -2.6572 -0.3133 0.1725 -0.064 0.126 -0.188 0.08
H 0.2967 -0.4983 -1.7188 0.130 0.026 0.094 0.14
H 2.4426 -0.6140 -0.5604 -0.217 0.052 0.346 0.14
H 0.4088 0.3184 1.3537 2.167 0.297 1.272 0.13



No. 4
12
Properties=species:S:1:pos:R:3:forces:R:3:lowdin_charge:R:1 method="wB97M-V/def2-TZVPD" multiplicity=1 e_lumo_ev=0.863 max_force_ev_per_a=0.5 homo_lumo_gap_ev=10.81 smiles="[H]/N=C/NC(C)=O" de_lowest_kcal_mol=9.5
C 0.0720 -1.2049 -1.5982 -0.042 -0.050 -0.103 0.00
C -0.5679 -0.1387 -0.7366 -0.068 0.156 -0.094 -0.52
O -1.4285 0.6301 -1.1117 0.359 -0.284 0.142 0.07
N -0.0145 -0.0788 0.5319 0.108 0.022 0.039 0.08
C -0.0575 1.0405 1.3500 0.081 0.030 0.080 -0.27
N 0.7066 1.0919 2.3609 -0.220 0.123 -0.176 0.08
H -0.4851 -1.3327 -2.5256 0.007 0.042 0.152 0.08
H 1.0912 -0.8800 -1.8379 -0.142 -0.055 0.009 0.09
H 0.1459 -2.1621 -1.0718 -0.053 0.139 -0.052 0.08
H 0.6967 -0.7497 0.7890 -0.038 0.042 -0.067 0.14
H -0.7553 1.8056 1.0053 0.055 -0.089 0.057 0.13
H 0.5966 1.9789 2.8447 -0.046 -0.075 0.015 0.04